Density functional theory data (ωB97M-V/def2-TZVPD) for a molecular structure, C29H40As2BBaN6O8.

Last column: Mulliken charge in e.
Cartesian coordinates (Å):
Ba1 10.11 10.83 11.97  2.20
C1 14.20 10.08 12.56  -1.14
C2 13.69 10.70 11.28  0.56
C3 14.46 11.58 10.52  -1.20
C4 13.65 11.87 9.44  0.72
C5 13.85 12.81 8.32  -1.31
N1 12.42 11.25 9.62  1.94
N2 12.46 10.46 10.77  -1.58
B1 11.28 11.31 8.57  -2.22
N3 10.32 12.46 8.84  1.17
N4 10.14 12.86 10.14  -0.45
C6 9.21 13.78 10.07  0.58
C7 8.91 14.62 11.30  -1.10
C8 8.73 13.95 8.75  -1.19
C9 9.46 13.04 7.99  0.55
C10 9.58 12.76 6.52  -1.26
N5 10.55 9.99 8.53  1.11
N6 9.62 9.63 9.45  -0.77
C11 9.23 8.43 9.14  0.61
C12 8.13 7.68 9.89  -1.26
C13 10.04 7.89 8.08  -1.22
C14 10.83 8.96 7.68  0.88
C15 11.91 9.08 6.68  -1.22
H1 13.59 9.21 12.93  0.19
H2 14.17 10.88 13.32  0.13
H3 15.18 9.68 12.52  0.43
H4 15.46 11.86 10.72  0.60
H5 14.89 13.18 8.34  0.43
H6 13.23 13.70 8.49  0.20
H7 13.64 12.33 7.33  0.25
H8 11.76 11.48 7.47  0.05
H9 8.04 15.23 11.14  0.41
H10 9.63 15.35 11.58  0.27
H11 8.75 13.96 12.13  0.01
H12 7.94 14.62 8.42  0.49
H13 8.82 13.34 5.97  0.40
H14 9.44 11.70 6.23  0.23
H15 10.56 13.11 6.26  0.24
H16 7.43 8.47 10.24  0.30
H17 8.55 7.09 10.66  0.26
H18 7.69 7.07 9.07  0.35
H19 10.02 6.88 7.70  0.43
H20 12.23 8.03 6.48  0.36
H21 12.73 9.67 7.11  0.28
H22 11.63 9.47 5.69  0.23
C16 8.34 6.33 15.31  -0.70
O1 8.85 7.65 15.84  -0.25
C17 8.97 8.58 14.90  -0.04
O2 9.02 8.39 13.71  -0.58
C18 9.19 9.95 15.57  0.23
C19 8.16 10.48 16.17  0.72
As1 8.01 12.28 16.97  -0.31
C20 6.50 12.64 15.78  -1.19
C21 9.32 13.10 15.87  1.11
C22 10.46 12.56 15.38  -0.36
As2 11.01 10.67 15.61  0.70
C23 11.46 11.00 17.50  -1.17
C24 11.38 13.21 14.33  0.06
O3 11.48 12.72 13.22  -0.27
O4 12.24 14.09 14.69  -0.29
C25 13.13 14.44 13.62  -0.66
C26 9.09 14.63 15.85  0.12
O5 8.38 15.11 16.71  -0.59
O6 9.61 15.35 14.90  -0.25
C27 9.29 16.76 14.91  -0.82
C28 6.88 9.57 16.23  0.08
O7 6.45 9.00 15.29  -0.48
O8 6.34 9.63 17.43  -0.31
C29 5.55 8.54 17.85  -0.80
H23 7.88 5.74 16.12  0.26
H24 9.18 5.76 14.84  0.31
H25 7.60 6.59 14.57  0.35
H26 5.75 11.86 16.00  0.35
H27 6.77 12.51 14.75  0.40
H28 6.13 13.60 15.91  0.43
H29 10.69 11.43 18.09  0.39
H30 12.31 11.66 17.42  0.42
H31 11.81 10.05 17.93  0.41
H32 13.67 15.26 13.93  0.34
H33 12.56 14.68 12.76  0.27
H34 13.81 13.59 13.39  0.21
H35 9.57 17.16 13.91  0.27
H36 9.68 17.24 15.77  0.35
H37 8.20 16.79 14.93  0.34
H38 6.16 8.05 18.60  0.28
H39 5.36 7.91 16.99  0.37
H40 4.61 8.89 18.22  0.29

- Kohn-Sham gap: 7.54 eV
- Net charge: +1
- 2S+1: 1

Density functional theory data (ωB97M-V/def2-TZVPD) for a single C23H25N3O3S molecule.

Last column: natural (NBO) charge in e.
Cartesian coordinates (Å):
C1 5.31 4.30 1.32  -0.63
C2 5.00 3.01 0.63  -0.02
C3 6.01 2.09 0.37  -0.22
C4 5.74 0.90 -0.29  -0.18
C5 4.44 0.61 -0.70  -0.10
C6 3.43 1.53 -0.44  -0.15
C7 3.71 2.71 0.21  -0.23
H1 2.91 3.42 0.39  0.21
H2 2.42 1.32 -0.77  0.23
C8 4.15 -0.68 -1.37  -0.61
H3 4.81 -0.85 -2.23  0.24
H4 3.11 -0.76 -1.69  0.24
S1 4.45 -2.18 -0.29  1.26
O1 5.83 -2.07 0.20  -0.98
C9 3.39 -1.63 1.17  -0.64
C10 1.96 -1.74 0.84  0.27
C11 1.09 -2.80 0.86  -0.30
C12 -0.13 -2.32 0.35  -0.27
C13 0.07 -0.99 0.05  0.17
C14 -0.71 0.04 -0.68  0.63
O2 -0.17 0.71 -1.54  -0.62
N1 -2.02 0.18 -0.36  -0.42
C15 -2.75 -0.49 0.69  -0.23
H5 -2.08 -1.11 1.28  0.23
C16 -3.88 -1.33 0.06  -0.23
N2 -4.73 -0.47 -0.74  -0.42
C17 -5.83 0.09 -0.14  0.39
N3 -6.11 -0.35 1.09  -0.50
C18 -7.20 0.09 1.70  0.07
C19 -8.07 1.01 1.15  -0.32
C20 -7.78 1.48 -0.12  -0.14
C21 -6.66 1.02 -0.78  -0.31
H6 -6.45 1.37 -1.78  0.21
H7 -8.43 2.19 -0.60  0.22
H8 -8.94 1.35 1.70  0.22
H9 -7.36 -0.32 2.69  0.19
C22 -3.99 0.19 -1.78  -0.22
H10 -4.63 0.82 -2.39  0.21
H11 -3.55 -0.58 -2.43  0.20
C23 -2.86 1.04 -1.17  -0.24
H12 -2.23 1.48 -1.95  0.25
H13 -3.29 1.83 -0.55  0.20
H14 -4.48 -1.79 0.83  0.26
H15 -3.45 -2.09 -0.60  0.19
H16 -3.21 0.26 1.34  0.20
O3 1.35 -0.66 0.34  -0.38
H17 -1.03 -2.89 0.20  0.23
H18 1.30 -3.79 1.19  0.23
H19 3.67 -2.31 1.98  0.25
H20 3.68 -0.61 1.41  0.26
H21 6.53 0.20 -0.48  0.23
H22 7.02 2.30 0.69  0.21
H23 6.01 4.14 2.14  0.22
H24 5.76 5.00 0.62  0.22
H25 4.40 4.75 1.72  0.21

- Kohn-Sham gap: 8.75 eV
- Net charge: 0
- Relative energy (zero: lowest compared OMol25 entry of this formula, charge and spin): 2.257 eV
- 2S+1: 1

Density functional theory data (ωB97M-V/def2-TZVPD) for 12 unconnected molecules or ions with the total composition C12H48O12.

Last column: Mulliken charge in e.
Cartesian coordinates (Å):
C1 31.20 15.50 14.16  -0.89
O1 32.11 15.61 15.24  -0.36
H1 30.42 14.73 14.38  0.29
H2 31.76 15.37 13.42  0.42
H3 30.36 16.34 14.18  0.24
H4 32.79 16.20 15.09  0.22
C2 32.31 21.52 19.03  -0.54
O2 32.95 21.64 17.80  -0.51
H5 32.51 20.60 19.54  0.12
H6 31.46 21.58 18.87  0.37
H7 32.68 22.35 19.82  0.28
H8 33.65 22.23 17.70  0.28
C3 31.69 15.10 20.52  -0.30
O3 31.57 13.75 20.13  -0.64
H9 30.79 15.19 21.15  0.33
H10 31.46 15.75 19.60  -0.07
H11 32.29 15.49 21.39  0.22
H12 31.42 13.62 19.22  0.47
C4 32.98 17.63 18.23  -0.24
O4 33.90 16.89 19.15  0.93
H13 32.21 18.17 18.79  -0.22
H14 32.51 17.12 17.42  0.20
H15 33.62 18.35 17.74  0.01
H16 34.12 17.74 19.66  -0.27
C5 34.88 17.81 22.21  0.20
O5 34.74 18.67 21.09  -0.50
H17 34.19 17.26 21.99  -0.49
H18 34.86 18.39 23.11  0.38
H19 35.84 17.23 22.05  0.10
H20 35.18 19.54 21.23  0.26
C6 36.26 14.69 21.17  -0.35
O6 36.92 14.77 19.91  -0.61
H21 36.85 15.32 21.84  0.26
H22 36.06 13.80 21.52  0.44
H23 35.32 15.09 20.89  -0.19
H24 36.24 14.87 19.20  0.31
C7 29.92 14.25 17.36  -0.54
O7 31.37 13.93 17.35  -0.55
H25 29.81 14.64 18.38  0.16
H26 29.20 13.33 17.46  0.21
H27 29.65 14.87 16.59  0.27
H28 31.84 14.53 16.78  0.31
C8 28.88 18.68 18.14  -0.31
O8 28.53 19.52 17.08  -0.53
H29 29.72 18.95 18.75  0.01
H30 28.90 17.74 17.58  0.15
H31 28.14 18.65 18.83  0.36
H32 29.30 19.98 17.13  0.32
C9 34.69 13.87 17.67  -0.34
O9 35.35 15.04 17.53  -0.68
H33 35.46 13.10 17.98  0.35
H34 33.89 13.88 16.86  0.08
H35 34.13 13.97 18.64  0.13
H36 34.75 15.72 17.93  0.34
C10 37.08 18.26 18.60  -0.30
O10 38.02 19.09 19.20  -0.60
H37 37.33 18.06 17.67  0.49
H38 36.01 18.71 18.61  -0.06
H39 36.98 17.37 19.06  0.16
H40 38.58 19.68 18.67  0.32
C11 35.35 17.96 15.11  -0.28
O11 34.16 17.75 14.32  -0.54
H41 35.58 16.98 15.60  0.04
H42 34.75 18.66 15.89  0.07
H43 36.07 18.37 14.44  0.44
H44 34.23 17.89 13.36  0.27
C12 30.47 18.27 21.67  -0.18
O12 29.22 18.12 21.48  -0.42
H45 30.81 17.56 22.47  0.24
H46 30.65 19.24 22.26  0.37
H47 31.16 18.24 20.91  -0.24
H48 28.77 18.82 21.38  0.29

- Kohn-Sham gap: 9.26 eV
- Structure (SMILES): CO.CO.CO.CO.CO.CO.CO.CO.CO.CO.CO.CO
- Net charge: 0
- Relative energy (zero: lowest compared OMol25 entry of this formula, charge and spin): 15.081 eV
- 2S+1: 1

Density functional theory data (ωB97M-V/def2-TZVPD) for a molecular structure, C4H6CoO2.

Last column: Löwdin spin population.
Cartesian coordinates (Å):
O1 -2.55 -0.10 -0.73  0.13
C1 -1.56 0.83 -0.35  0.45
H1 -2.60 -0.09 -1.69  0.01
H2 -1.89 1.38 0.54  0.03
C2 -0.20 0.47 -0.50  1.01
C3 0.62 0.23 0.61  0.58
C4 1.40 -1.08 0.78  0.08
O2 2.48 -1.18 -0.10  0.19
Co1 2.21 0.44 -1.10  2.37
H3 0.50 0.86 1.52  0.05
H4 -0.84 1.33 -1.45  0.08
H5 0.69 -1.93 0.64  0.01
H6 1.74 -1.15 1.84  0.01

- Kohn-Sham gap (alpha / beta): 5.08 / 6.32 eV
- Net charge: 0
- <S²>: 8.842
- 2S+1: 6

no.,energy (eV)
1,-179086.938
2,-45704.279
3,-37777.431
4,-45956.317